This record from OMol25 describes C6H18F6K4N3O20P2S6 as an isolated structure in a non-equilibrium geometry. The level of theory is wB97M-V/def2-TZVPD.

The geometry in ORCA input format:
```
! RIJCOSX wB97M-V def2-TZVPD def2/J DEFGRID3
* xyz 1 1
K 2.9806 2.1359 -1.5628
K 3.0671 -1.5078 -3.4537
K 0.0900 3.9957 -1.2336
K -2.8196 -1.4386 2.1153
N 0.4830 1.4106 -1.1600
S -0.2083 0.7651 -2.4300
O -1.5811 0.5371 -2.3736
O 0.6757 -0.0602 -3.1797
F -0.1460 2.1579 -3.2928
S 0.2442 0.1298 -0.0976
O 1.0246 -0.9851 -0.3259
O -1.0228 0.0807 0.5066
F 1.0723 0.8620 1.0767
N -1.5181 -4.1582 -2.1420
S -2.1143 -5.2796 -1.1854
O -3.0441 -6.1471 -1.8162
O -2.4321 -4.8354 0.1294
F -0.8096 -6.1460 -0.9833
S -2.3807 -2.8545 -1.8898
O -1.7085 -1.9168 -1.0544
O -3.7882 -3.0085 -1.8352
F -2.1543 -2.1908 -3.3262
N -0.7692 -2.8447 3.1951
S 0.6343 -3.5498 2.9574
O 0.5963 -4.7501 2.2021
O 1.5425 -3.3870 4.0348
F 1.2162 -2.5079 1.8577
S -1.5256 -4.1196 3.9835
O -0.9307 -4.5263 5.1918
O -2.2081 -5.0170 3.1523
F -2.7335 -3.1692 4.5152
C 4.1948 -0.8236 2.6886
O 5.5086 -1.0641 2.1558
P 5.8301 -0.8333 0.6348
O 7.2461 -1.0583 0.3555
O 4.8261 -1.7158 -0.2340
C 5.1601 -3.0999 -0.3739
O 5.2971 0.6221 0.2719
C 5.8190 1.7331 0.9893
H 3.7268 -1.7663 2.8967
H 3.5322 -0.3172 1.9790
H 4.2780 -0.2071 3.5779
H 4.4720 -3.6521 0.2818
H 6.1187 -3.4124 0.0351
H 4.9864 -3.4557 -1.3837
H 6.2793 2.4040 0.2533
H 6.6595 1.4456 1.6193
H 5.0459 2.2984 1.5049
C -4.8554 5.2134 -3.3761
O -4.9330 5.5289 -1.9797
P -3.8911 4.8946 -1.0035
O -2.4874 4.9800 -1.4506
O -4.2294 5.6639 0.3004
C -3.4770 5.4624 1.4873
O -4.4259 3.4521 -0.6301
C -4.0851 2.3106 -1.4391
H -3.8421 5.3769 -3.7470
H -5.5133 5.8597 -3.9497
H -5.1576 4.1891 -3.6033
H -2.8736 4.5525 1.5004
H -4.1742 5.4386 2.3213
H -2.8148 6.3148 1.6521
H -3.8043 1.4944 -0.7766
H -3.2085 2.4444 -2.0777
H -4.9401 2.0516 -2.0564
*
```

Output
- LUMO (eV) = -5.4
- orbital gap (eV) = 4.95
- max |F| (Eh/bohr) = 0.1060

=====

This record from OMol25 describes C6H18FeO10P as an isolated structure in a non-equilibrium geometry. The level of theory is wB97M-V/def2-TZVPD.

The geometry in ORCA input format:
```
! RIJCOSX wB97M-V def2-TZVPD def2/J DEFGRID3
* xyz 0 6
Fe 0.2668 0.5239 1.0540
P -2.3477 0.4055 1.3365
O -3.4607 1.3575 0.9404
O -3.2647 -0.8313 1.5424
O -1.2473 0.7844 2.2567
O -1.3459 0.0594 0.2088
C -1.5472 -1.2552 -2.6654
C -2.7296 -1.8664 -1.8749
O -2.4072 -2.2835 -0.5183
O -1.4964 0.1103 -2.2441
H -1.7551 -1.1691 -3.7319
H -0.6064 -1.7756 -2.4861
H -2.9154 -2.8223 -2.3648
H -3.5076 -1.1091 -1.9712
H -1.9680 -1.5280 -0.1209
H -1.4860 0.0601 -1.2855
C 2.1781 2.8164 1.2575
C 1.0659 3.3403 0.2778
O 0.4713 2.2414 -0.2399
O 1.7702 1.6684 2.0523
H 2.5322 3.5419 1.9899
H 3.0140 2.5986 0.5927
H 1.4811 3.9029 -0.5584
H 0.3236 3.9393 0.8054
H -0.4014 2.5288 -0.5180
H 2.4362 1.5949 2.7397
C 1.7241 -1.7588 -0.4741
C 1.7140 -2.1669 0.9767
O 0.9858 -1.3484 1.8810
O 1.6677 -0.3417 -0.5377
H 0.8003 -2.0817 -0.9540
H 2.6112 -2.0913 -1.0132
H 2.7470 -2.2560 1.3129
H 1.3672 -3.1998 0.9456
H 1.3124 -1.5958 2.7491
H 2.0176 0.0070 -1.3609
*
```

Output
- LUMO (spin up / spin down) (eV) = -0.6 / -0.7
- orbital gap (spin up / spin down) (eV) = 7.71 / 7.30
- max |F| (Eh/bohr) = 0.0960

=====

This record from OMol25 describes C6H18GdNbO as an isolated structure in a non-equilibrium geometry. The level of theory is wB97M-V/def2-TZVPD.

The geometry in ORCA input format:
```
! RIJCOSX wB97M-V def2-TZVPD def2/J DEFGRID3
* xyz 2 8
C -0.2386 1.7948 -0.7726
C -1.4916 1.2664 -0.0245
C -2.3195 0.3477 -1.0064
C -1.2654 0.6476 1.4035
Nb 0.7943 -0.0819 1.9737
C 0.9833 -1.3609 0.0660
C 2.2656 -1.1397 -0.7632
O 2.1245 -1.9728 -1.9453
H 0.3833 1.0185 -1.2340
H -0.6016 2.4290 -1.6006
H 0.3041 2.4672 -0.1022
H -2.1464 2.1416 0.1194
H -1.6965 -0.4834 -1.4633
H -2.5860 1.0081 -1.8482
H -3.2468 -0.0030 -0.5211
H -1.9504 -0.2252 1.5035
H -1.6180 1.3764 2.1539
H 0.0632 -1.5060 2.8736
H 2.3994 -0.7825 2.4950
H 1.7059 1.3198 1.2705
H 0.6917 0.9142 3.5129
H 1.0447 -2.4072 0.4386
H 0.0868 -1.3190 -0.5768
H 2.4140 -0.0989 -1.0711
H 3.1348 -1.5386 -0.2234
H 2.4561 -1.4834 -2.6936
Gd -1.6909 -2.3289 -1.9642
*
```

Output
- LUMO (spin up / spin down) (eV) = -9.3 / -10.1
- orbital gap (spin up / spin down) (eV) = 5.80 / 4.97
- max |F| (Eh/bohr) = 0.0567

=====

This record from OMol25 describes C6H18InO2P2Se4 as an isolated structure. The level of theory is wB97M-V/def2-TZVPD.

The geometry in ORCA input format:
```
! RIJCOSX wB97M-V def2-TZVPD def2/J DEFGRID3
* xyz 1 1
In 0.1271 -0.4308 0.4952
Se -0.1544 1.1396 2.4614
Se 1.1386 -0.2460 3.8420
Se 0.0642 -2.2704 3.4927
Se 0.7438 -2.7411 1.3040
C -2.7567 -2.6400 -1.0743
P -2.9209 -1.0127 -0.3676
C -4.2697 -0.1676 -1.1611
C -3.3113 -1.1921 1.3606
O -1.6299 -0.1859 -0.5781
H -3.6644 -3.2232 -0.9174
H -1.9156 -3.1483 -0.5988
H -2.5635 -2.5523 -2.1441
H -5.1922 -0.7311 -1.0191
H -4.0692 -0.0587 -2.2265
H -4.3798 0.8222 -0.7173
H -4.2876 -1.6638 1.4801
H -3.3230 -0.2075 1.8309
H -2.5552 -1.8017 1.8610
C 3.7858 1.2009 -2.0407
P 2.8773 1.2155 -0.5081
C 2.0398 2.7860 -0.3730
C 4.0306 1.0756 0.8396
O 1.9029 0.0281 -0.4856
H 4.4887 2.0338 -2.0742
H 3.0896 1.2797 -2.8756
H 4.3329 0.2618 -2.1249
H 2.7364 3.6093 -0.5342
H 1.5960 2.8719 0.6192
H 1.2505 2.8371 -1.1249
H 4.7295 1.9130 0.8393
H 4.5833 0.1410 0.7401
H 3.4763 1.0576 1.7794
*
```

Output
- LUMO (eV) = -3.0
- orbital gap (eV) = 7.87
- ΔE to the lowest compared entry with this formula, charge and spin (eV) = 0.0000
- max |F| (Eh/bohr) = 0.0177

=====

This record from OMol25 describes C6H18InO8P2 as an isolated structure in a non-equilibrium geometry. The level of theory is wB97M-V/def2-TZVPD.

The geometry in ORCA input format:
```
! RIJCOSX wB97M-V def2-TZVPD def2/J DEFGRID3
* xyz 3 1
In 20.8786 6.4569 14.9980
C 17.2807 7.4600 10.6137
O 17.9578 7.1836 11.8230
P 19.5030 7.5312 12.0629
O 19.9662 7.0439 13.3973
O 19.5781 9.1570 11.8653
C 18.9578 9.9822 12.8681
O 20.2807 6.9349 10.7904
C 20.5155 5.5444 10.6954
H 16.2025 7.5644 10.7354
H 17.4959 6.6340 9.9358
H 17.6033 8.4159 10.2012
H 18.3090 10.6809 12.3400
H 19.6476 10.6219 13.4186
H 18.3248 9.4198 13.5544
H 21.5765 5.2955 10.6747
H 20.0653 5.2093 9.7609
H 20.0295 4.9341 11.4566
C 19.3024 3.0600 19.2563
O 19.7835 4.0254 18.3238
P 18.9383 4.6082 17.1255
O 19.7378 5.3357 16.0655
O 17.8388 5.5679 17.8626
C 18.2410 6.8264 18.3909
O 18.0891 3.3216 16.5778
C 17.0032 3.5614 15.6951
H 18.2131 3.0903 19.2777
H 19.7023 3.4176 20.2051
H 19.7105 2.0724 19.0413
H 17.3562 7.4627 18.3739
H 19.1351 7.2606 17.9434
H 18.4552 6.6680 19.4479
H 17.0250 3.2389 14.6541
H 16.7418 4.6194 15.6804
H 16.1311 3.0348 16.0828
*
```

Output
- LUMO (eV) = -16.9
- orbital gap (eV) = 3.82
- ΔE to the lowest compared entry with this formula, charge and spin (eV) = 0.0000
- max |F| (Eh/bohr) = 0.1801

=====

This record from OMol25 describes C6H18MnN2O14S2 as an isolated structure in a non-equilibrium geometry. The level of theory is wB97M-V/def2-TZVPD.

The geometry in ORCA input format:
```
! RIJCOSX wB97M-V def2-TZVPD def2/J DEFGRID3
* xyz -2 6
Mn -1.3084 1.0108 1.1989
N -4.0141 1.9487 2.9914
O -3.6955 2.1256 4.1873
O -5.1736 2.2432 2.6120
O -3.2031 1.4018 2.1944
N -0.8143 4.2454 2.1814
O -0.7572 4.1351 3.4191
O -0.7213 3.2134 1.4424
O -0.9624 5.3691 1.6463
O -1.9842 1.0519 -0.6909
H -2.1120 1.5959 -1.4548
O -0.5589 0.6871 3.0669
H -0.0647 -0.1392 3.0998
O 2.4794 -0.4911 -0.7541
S 1.6187 0.6661 -0.6982
O 0.6853 0.8319 0.3828
O 2.5277 2.0424 -0.7797
C 3.2886 2.2745 -1.9456
C 2.6387 3.3921 -2.7586
C 0.6434 0.7401 -2.2132
H 3.5029 1.4138 -2.5883
H 4.2984 2.6205 -1.7044
H 1.7313 3.0704 -3.2690
H 3.3115 3.8269 -3.4998
H 2.3138 4.1644 -2.0594
H 0.0860 1.6686 -2.2394
H -0.0122 -0.1207 -2.1012
H 1.3219 0.6525 -3.0612
O -1.3500 -1.0952 1.0085
S -1.4182 -2.3898 0.3752
O -2.0490 -2.5457 -0.9067
O 0.1367 -2.9587 0.2268
C 0.2823 -4.1875 -0.4566
C 1.7923 -4.4686 -0.4791
C -2.0615 -3.6396 1.5351
H 0.0044 -4.1134 -1.5106
H -0.2535 -5.0196 0.0022
H 2.2720 -3.7997 -1.1936
H 1.9480 -5.4547 -0.9350
H 2.2764 -4.4313 0.4919
H -3.0275 -3.2221 1.8200
H -1.4008 -3.7300 2.3905
H -2.2173 -4.5853 1.0263
*
```

Output
- LUMO (spin up / spin down) (eV) = 3.7 / 3.7
- orbital gap (spin up / spin down) (eV) = 3.88 / 4.79
- ΔE to the lowest compared entry with this formula, charge and spin (eV) = 1.6778
- max |F| (Eh/bohr) = 0.0653